Formula: C81H171N9O9
Source: the Open Molecules 2025 dataset
Level of theory: wB97M-V/def2-TZVPD

As for the multiplicity: 1. As for the structure (SMILES): CC1(C)CCCC(C)(C)N1O.CC1(C)CCCC(C)(C)N1O.CC1(C)CCCC(C)(C)N1O.CC1(C)CCCC(C)(C)N1O.CC1(C)CCCC(C)(C)N1O.CC1(C)CCCC(C)(C)N1O.CC1(C)CCCC(C)(C)N1O.CC1(C)CCCC(C)(C)N1O.CC1(C)CCCC(C)(C)N1O. The value obtained for the highest occupied orbital energy is -8.0 eV. The HOMO-LUMO gap comes out at 8.2592 eV. The value obtained for the total energy is -118587.353 eV. The lowest unoccupied orbital energy comes out at 0.269 eV. As for the energy relative to the best compared isomer or geometry (same formula, charge and spin): 1262.5 kJ/mol.

Each atom is followed by the atoms it is bonded to, with distances in Å.
Geometry (Å):
1 C -10.836 18.148 21.942  C2 1.526, H12 1.090, H13 1.090, H14 1.090
2 C -9.550 17.923 22.730  C1 1.526, C3 1.561, C4 1.595, N10 1.500
3 C -9.522 16.405 23.096  C2 1.561, H15 1.090, H16 1.090, H17 1.090
4 C -8.330 18.301 21.775  C2 1.595, C5 1.502, H18 1.090, H19 1.090
5 C -6.999 18.359 22.469  C4 1.502, C6 1.549, H20 1.090, H21 1.090
6 C -7.080 19.190 23.773  C5 1.549, C7 1.656, H22 1.090, H23 1.090
7 C -8.424 19.036 24.728  C6 1.656, C8 1.517, C9 1.567, N10 1.500
8 C -8.012 17.936 25.687  C7 1.517, H24 1.090, H25 1.090, H26 1.090
9 C -8.549 20.414 25.464  C7 1.567, H27 1.090, H28 1.090, H29 1.090
10 N -9.672 18.828 23.920  C2 1.500, C7 1.500, O11 1.379
11 O -10.685 18.436 24.769  N10 1.379, H30 0.960
12 H -11.083 17.307 21.294  C1 1.090
13 H -11.758 18.116 22.524  C1 1.090
14 H -10.847 19.094 21.400  C1 1.090
15 H -10.184 16.145 23.921  C3 1.090
16 H -9.774 15.756 22.258  C3 1.090
17 H -8.513 16.107 23.381  C3 1.090
18 H -8.319 17.507 21.029  C4 1.090
19 H -8.545 19.276 21.337  C4 1.090
20 H -6.643 17.341 22.629  C5 1.090
21 H -6.157 18.847 21.979  C5 1.090
22 H -6.962 20.213 23.417  C6 1.090
23 H -6.147 19.140 24.335  C6 1.090
24 H -7.380 18.419 26.433  C8 1.090
25 H -7.489 17.150 25.142  C8 1.090
26 H -8.769 17.442 26.296  C8 1.090
27 H -8.918 21.198 24.802  C9 1.090
28 H -7.636 20.780 25.933  C9 1.090
29 H -9.130 20.390 26.385  C9 1.090
30 H -11.277 19.189 24.702  O11 0.960
31 C -10.963 10.899 32.791  C32 1.593, H42 1.090, H43 1.090, H44 1.090
32 C -12.131 9.816 32.816  C31 1.593, C33 1.530, C34 1.577, N40 1.504
33 C -12.180 9.144 31.442  C32 1.530, H45 1.090, H46 1.090, H47 1.090
34 C -11.699 8.719 33.863  C32 1.577, C35 1.499, H48 1.090, H49 1.090
35 C -12.801 7.818 34.332  C34 1.499, C36 1.523, H50 1.090, H51 1.090
36 C -13.824 8.728 34.999  C35 1.523, C37 1.590, H52 1.090, H53 1.090
37 C -14.438 9.834 34.036  C36 1.590, C38 1.559, C39 1.563, N40 1.520
38 C -15.499 9.265 33.046  C37 1.559, H54 1.090, H55 1.090, H56 1.090
39 C -15.047 10.814 35.090  C37 1.563, H57 1.090, H58 1.090, H59 1.090
40 N -13.379 10.554 33.217  C32 1.504, C37 1.520, O41 1.439
41 O -13.919 11.431 32.212  N40 1.439, H60 0.960
42 H -11.049 11.449 33.729  C31 1.090
43 H -9.936 10.549 32.891  C31 1.090
44 H -11.008 11.846 32.254  C31 1.090
45 H -12.001 9.870 30.649  C33 1.090
46 H -11.414 8.370 31.380  C33 1.090
47 H -13.111 8.685 31.111  C33 1.090
48 H -10.899 8.114 33.437  C34 1.090
49 H -11.267 9.236 34.720  C34 1.090
50 H -13.257 7.237 33.531  C35 1.090
51 H -12.515 7.101 35.102  C35 1.090
52 H -13.430 9.110 35.941  C36 1.090
53 H -14.660 8.070 35.239  C36 1.090
54 H -16.279 10.024 32.980  C38 1.090
55 H -16.122 8.519 33.539  C38 1.090
56 H -15.066 8.962 32.092  C38 1.090
57 H -15.260 11.757 34.587  C39 1.090
58 H -14.391 11.081 35.919  C39 1.090
59 H -15.923 10.500 35.657  C39 1.090
60 H -13.790 12.274 32.652  O41 0.960
61 C -5.645 15.093 26.571  C62 1.524, H72 1.090, H73 1.090, H74 1.090
62 C -4.602 15.291 27.664  C61 1.524, C63 1.563, C64 1.578, N70 1.460
63 C -5.334 14.845 28.971  C62 1.563, H75 1.090, H76 1.090, H77 1.090
64 C -3.464 14.267 27.286  C62 1.578, C65 1.502, H78 1.090, H79 1.090
65 C -2.350 14.775 26.415  C64 1.502, C66 1.492, H80 1.090, H81 1.090
66 C -1.902 16.164 26.721  C65 1.492, C67 1.521, H82 1.090, H83 1.090
67 C -3.032 17.176 26.829  C66 1.521, C68 1.607, C69 1.559, N70 1.457
68 C -2.453 18.584 27.345  C67 1.607, H84 1.090, H85 1.090, H86 1.090
69 C -3.698 17.535 25.466  C67 1.559, H87 1.090, H88 1.090, H89 1.090
70 N -4.061 16.647 27.716  C62 1.460, C67 1.457, O71 1.397
71 O -4.938 17.588 28.259  N70 1.397, H90 0.960
72 H -6.358 15.913 26.476  C61 1.090
73 H -5.173 14.907 25.606  C61 1.090
74 H -6.204 14.158 26.537  C61 1.090
75 H -5.595 13.812 29.203  C63 1.090
76 H -4.716 15.271 29.761  C63 1.090
77 H -6.303 15.339 29.043  C63 1.090
78 H -3.148 13.754 28.195  C64 1.090
79 H -3.866 13.319 26.928  C64 1.090
80 H -1.558 14.034 26.313  C65 1.090
81 H -2.862 14.741 25.453  C65 1.090
82 H -1.270 16.389 25.862  C66 1.090
83 H -1.133 16.153 27.494  C66 1.090
84 H -3.128 19.429 27.209  C68 1.090
85 H -1.552 18.890 26.814  C68 1.090
86 H -2.347 18.701 28.423  C68 1.090
87 H -4.374 16.767 25.091  C69 1.090
88 H -2.908 17.632 24.720  C69 1.090
89 H -4.293 18.446 25.522  C69 1.090
90 H -5.397 18.060 27.560  O71 0.960
91 C -11.066 13.979 29.570  C92 1.522, H102 1.090, H103 1.090, H104 1.090
92 C -10.364 13.874 28.223  C91 1.522, C93 1.541, C94 1.511, N100 1.445
93 C -9.656 15.235 28.090  C92 1.541, H105 1.090, H106 1.090, H107 1.090
94 C -9.360 12.747 28.282  C92 1.511, C95 1.560, H108 1.090, H109 1.090
95 C -10.019 11.339 28.413  C94 1.560, C96 1.517, H110 1.090, H111 1.090
96 C -10.782 11.184 27.111  C95 1.517, C97 1.602, H112 1.090, H113 1.090
97 C -11.816 12.396 26.939  C96 1.602, C98 1.546, C99 1.530, N100 1.430
98 C -12.286 12.124 25.491  C97 1.546, H114 1.090, H115 1.090, H116 1.090
99 C -12.992 12.115 27.877  C97 1.530, H117 1.090, H118 1.090, H119 1.090
100 N -11.247 13.699 27.092  C92 1.445, C97 1.430, O101 1.452
101 O -12.160 14.797 26.830  N100 1.452, H120 0.960
102 H -10.583 14.649 30.281  C91 1.090
103 H -12.086 14.361 29.560  C91 1.090
104 H -11.246 13.098 30.186  C91 1.090
105 H -10.169 16.192 27.989  C93 1.090
106 H -8.960 15.323 28.924  C93 1.090
107 H -9.067 15.301 27.175  C93 1.090
108 H -8.610 12.858 27.499  C94 1.090
109 H -8.609 12.883 29.061  C94 1.090
110 H -9.195 10.627 28.361  C95 1.090
111 H -10.605 11.337 29.332  C95 1.090
112 H -11.454 10.328 27.168  C96 1.090
113 H -10.113 11.206 26.251  C96 1.090
114 H -12.921 12.962 25.203  C98 1.090
115 H -12.799 11.212 25.187  C98 1.090
116 H -11.468 12.205 24.775  C98 1.090
117 H -13.624 13.002 27.938  C99 1.090
118 H -12.763 11.827 28.903  C99 1.090
119 H -13.656 11.356 27.463  C99 1.090
120 H -11.684 15.334 26.192  O101 0.960
121 C -5.605 11.409 20.557  C122 1.586, H132 1.090, H133 1.090, H134 1.090
122 C -6.922 10.560 20.798  C121 1.586, C123 1.481, C124 1.577, N130 1.520
123 C -8.009 11.117 19.960  C122 1.481, H135 1.090, H136 1.090, H137 1.090
124 C -6.597 9.067 20.408  C122 1.577, C125 1.537, H138 1.090, H139 1.090
125 C -7.461 7.927 20.971  C124 1.537, C126 1.524, H140 1.090, H141 1.090
126 C -7.627 8.124 22.473  C125 1.524, C127 1.563, H142 1.090, H143 1.090
127 C -8.128 9.545 22.890  C126 1.563, C128 1.603, C129 1.576, N130 1.481
128 C -9.676 9.736 22.518  C127 1.603, H144 1.090, H145 1.090, H146 1.090
129 C -7.834 9.615 24.437  C127 1.576, H147 1.090, H148 1.090, H149 1.090
130 N -7.136 10.473 22.300  C122 1.520, C127 1.481, O131 1.441
131 O -6.997 11.765 22.922  N130 1.441, H150 0.960
132 H -5.941 12.351 20.124  C121 1.090
133 H -4.952 11.421 21.430  C121 1.090
134 H -5.126 10.908 19.716  C121 1.090
135 H -7.502 11.308 19.014  C123 1.090
136 H -8.556 10.185 19.819  C123 1.090
137 H -8.457 11.988 20.440  C123 1.090
138 H -6.534 8.798 19.354  C124 1.090
139 H -5.556 8.956 20.713  C124 1.090
140 H -8.346 7.643 20.402  C125 1.090
141 H -6.838 7.053 20.782  C125 1.090
142 H -6.568 8.119 22.730  C126 1.090
143 H -8.114 7.304 23.000  C126 1.090
144 H -10.135 10.681 22.806  C128 1.090
145 H -10.174 8.796 22.753  C128 1.090
146 H -9.716 9.658 21.431  C128 1.090
147 H -8.410 8.905 25.031  C129 1.090
148 H -8.390 10.536 24.612  C129 1.090
149 H -6.759 9.534 24.598  C129 1.090
150 H -6.642 11.477 23.766  O131 0.960
151 C -7.807 7.853 30.247  C152 1.618, H162 1.090, H163 1.090, H164 1.090
152 C -6.504 7.665 31.188  C151 1.618, C153 1.550, C154 1.537, N160 1.489
153 C -6.200 6.179 31.510  C152 1.550, H165 1.090, H166 1.090, H167 1.090
154 C -5.336 8.097 30.287  C152 1.537, C155 1.549, H168 1.090, H169 1.090
155 C -4.002 8.232 31.064  C154 1.549, C156 1.550, H170 1.090, H171 1.090
156 C -4.267 9.397 32.052  C155 1.550, C157 1.551, H172 1.090, H173 1.090
157 C -5.467 9.178 33.009  C156 1.551, C158 1.609, C159 1.526, N160 1.495
158 C -4.918 8.296 34.237  C157 1.609, H174 1.090, H175 1.090, H176 1.090
159 C -5.915 10.534 33.546  C157 1.526, H177 1.090, H178 1.090, H179 1.090
160 N -6.668 8.589 32.343  C152 1.489, C157 1.495, O161 1.396
161 O -7.815 8.401 33.118  N160 1.396, H180 0.960
162 H -7.804 8.767 29.653  C151 1.090
163 H -7.854 7.039 29.523  C151 1.090
164 H -8.689 7.660 30.859  C151 1.090
165 H -6.979 5.760 32.146  C153 1.090
166 H -6.087 5.589 30.601  C153 1.090
167 H -5.291 5.952 32.068  C153 1.090
168 H -5.163 7.277 29.591  C154 1.090
169 H -5.651 8.871 29.588  C154 1.090
170 H -3.684 7.387 31.675  C155 1.090
171 H -3.208 8.418 30.341  C155 1.090
172 H -4.248 10.319 31.472  C156 1.090
173 H -3.373 9.633 32.629  C156 1.090
174 H -4.170 7.612 33.835  C158 1.090
175 H -5.772 7.658 34.462  C158 1.090
176 H -4.366 8.860 34.989  C158 1.090
177 H -6.206 11.193 32.728  C159 1.090
178 H -5.082 10.919 34.134  C159 1.090
179 H -6.679 10.617 34.319  C159 1.090
180 H -7.609 7.511 33.414  O161 0.960
181 C -19.485 12.999 27.789  C182 1.618, H192 1.090, H193 1.090, H194 1.090
182 C -18.398 12.217 26.880  C181 1.618, C183 1.564, C184 1.585, N190 1.466
183 C -16.983 12.227 27.546  C182 1.564, H195 1.090, H196 1.090, H197 1.090
184 C -18.916 10.719 26.855  C182 1.585, C185 1.515, H198 1.090, H199 1.090
185 C -18.236 10.021 25.694  C184 1.515, C186 1.515, H200 1.090, H201 1.090
186 C -18.533 10.726 24.387  C185 1.515, C187 1.591, H202 1.090, H203 1.090
187 C -18.008 12.224 24.277  C186 1.591, C188 1.579, C189 1.515, N190 1.491
188 C -16.442 12.351 24.128  C187 1.579, H204 1.090, H205 1.090, H206 1.090
189 C -18.629 12.794 23.017  C187 1.515, H207 1.090, H208 1.090, H209 1.090
190 N -18.490 12.829 25.551  C182 1.466, C187 1.491, O191 1.417
191 O -18.184 14.207 25.680  N190 1.417, H210 0.960
192 H -19.038 13.840 28.318  C181 1.090
193 H -20.294 13.294 27.120  C181 1.090
194 H -19.749 12.431 28.681  C181 1.090
195 H -16.323 11.506 27.063  C183 1.090
196 H -16.421 13.161 27.532  C183 1.090
197 H -16.994 11.762 28.532  C183 1.090
198 H -18.688 10.028 27.666  C184 1.090
199 H -19.991 10.652 26.687  C184 1.090
200 H -17.157 10.118 25.816  C185 1.090
201 H -18.642 9.009 25.716  C185 1.090
202 H -19.577 10.495 24.175  C186 1.090
203 H -17.869 10.271 23.652  C186 1.090
204 H -15.887 12.082 25.027  C188 1.090
205 H -16.214 13.391 23.893  C188 1.090
206 H -16.020 11.841 23.262  C188 1.090
207 H -18.410 12.046 22.255  C189 1.090
208 H -18.292 13.799 22.764  C189 1.090
209 H -19.693 12.925 23.211  C189 1.090
210 H -17.326 14.185 26.111  O191 0.960
211 C -15.173 14.994 30.458  C212 1.616, H222 1.090, H223 1.090, H224 1.090
212 C -16.447 15.881 30.906  C211 1.616, C213 1.572, C214 1.562, N220 1.518
213 C -17.108 16.297 29.542  C212 1.572, H225 1.090, H226 1.090, H227 1.090
214 C -17.306 14.989 31.857  C212 1.562, C215 1.515, H228 1.090, H229 1.090
215 C -18.399 15.786 32.538  C214 1.515, C216 1.620, H230 1.090, H231 1.090
216 C -17.772 17.109 33.232  C215 1.620, C217 1.610, H232 1.090, H233 1.090
217 C -16.914 18.037 32.235  C216 1.610, C218 1.562, C219 1.586, N220 1.447
218 C -17.784 18.781 31.172  C217 1.562, H234 1.090, H235 1.090, H236 1.090
219 C -16.151 19.105 33.126  C217 1.586, H237 1.090, H238 1.090, H239 1.090
220 N -15.966 17.098 31.676  C212 1.518, C217 1.447, O221 1.315
221 O -15.009 17.757 31.061  N220 1.315, H240 0.960
222 H -14.345 15.442 29.908  C211 1.090
223 H -14.876 14.508 31.388  C211 1.090
224 H -15.534 14.114 29.926  C211 1.090
225 H -18.196 16.249 29.513  C213 1.090
226 H -16.766 17.273 29.196  C213 1.090
227 H -16.838 15.528 28.817  C213 1.090
228 H -17.709 14.143 31.301  C214 1.090
229 H -16.548 14.523 32.487  C214 1.090
230 H -19.137 15.814 31.736  C215 1.090
231 H -18.847 15.259 33.380  C215 1.090
232 H -17.173 17.120 34.143  C216 1.090
233 H -18.604 17.753 33.514  C216 1.090
234 H -18.601 18.165 30.796  C218 1.090
235 H -17.190 19.093 30.313  C218 1.090
236 H -18.260 19.706 31.497  C218 1.090
237 H -16.694 19.770 33.797  C219 1.090
238 H -15.597 19.741 32.436  C219 1.090
239 H -15.456 18.549 33.756  C219 1.090
240 H -14.317 17.652 31.719  O221 0.960
241 C -10.370 5.565 23.550  C242 1.578, H252 1.090, H253 1.090, H254 1.090
242 C -11.688 5.789 24.388  C241 1.578, C243 1.514, C244 1.613, N250 1.551
243 C -12.347 4.550 24.956  C242 1.514, H255 1.090, H256 1.090, H257 1.090
244 C -11.438 6.683 25.707  C242 1.613, C245 1.477, H258 1.090, H259 1.090
245 C -12.522 7.608 26.095  C244 1.477, C246 1.591, H260 1.090, H261 1.090
246 C -13.099 8.387 24.834  C245 1.591, C247 1.546, H262 1.090, H263 1.090
247 C -13.604 7.508 23.667  C246 1.546, C248 1.582, C249 1.487, N250 1.479
248 C -15.017 6.913 24.058  C247 1.582, H264 1.090, H265 1.090, H266 1.090
249 C -13.884 8.363 22.483  C247 1.487, H267 1.090, H268 1.090, H269 1.090
250 N -12.558 6.516 23.330  C242 1.551, C247 1.479, O251 1.435
251 O -12.864 5.686 22.200  N250 1.435, H270 0.960
252 H -10.132 6.408 22.902  C241 1.090
253 H -9.456 5.506 24.141  C241 1.090
254 H -10.508 4.721 22.874  C241 1.090
255 H -13.366 4.808 25.243  C243 1.090
256 H -12.382 3.905 24.079  C243 1.090
257 H -11.691 4.017 25.646  C243 1.090
258 H -11.137 5.995 26.497  C244 1.090
259 H -10.634 7.347 25.391  C244 1.090
260 H -13.382 7.158 26.591  C245 1.090
261 H -11.890 8.232 26.726  C245 1.090
262 H -12.408 9.156 24.486  C246 1.090
263 H -13.866 9.043 25.246  C246 1.090
264 H -15.850 7.599 23.902  C248 1.090
265 H -14.982 6.610 25.104  C248 1.090
266 H -15.212 6.073 23.392  C248 1.090
267 H -12.990 8.926 22.214  C249 1.090
268 H -14.662 9.116 22.606  C249 1.090
269 H -14.259 7.847 21.600  C249 1.090
270 H -12.418 6.088 21.451  O251 0.960